Molecular formula: AsCsF6
Method: DFT, wB97M-V/def2-TZVPD

Positions of all 8 atoms, in Å:
F  -0.89  -0.24  -0.91
As  0.31  0.80  -0.06
F  1.45  -0.60  -0.21
F  -0.81  2.16  0.03
Cs  -2.07  -5.61  0.54
F  -0.43  0.20  1.49
F  0.87  1.47  -1.66
F  1.57  1.82  0.77

Output
ΔE to the lowest compared entry with this formula, charge and spin   54.46 kcal/mol
Highest occupied orbital energy   -10.8 eV
Gap between HOMO and LUMO   8.54 eV

---

Molecular formula: C9H14NO
Method: DFT, wB97M-V/def2-TZVPD

Positions of all 25 atoms, in Å:
H  -2.38  -2.54  0.11
H  -1.70  0.88  -1.46
H  -0.97  -0.96  1.77
C  -2.45  0.92  -0.62
H  -1.32  -1.72  -1.14
H  5.16  0.80  -1.23
H  -3.74  -0.74  -1.13
C  -2.94  -0.46  -0.33
H  -3.30  1.68  -0.87
C  2.09  0.38  0.05
H  5.11  -0.92  -0.74
O  2.62  -1.08  0.10
C  -0.66  -1.07  0.72
N  -1.58  1.20  0.54
C  -0.41  0.32  0.40
C  0.81  0.96  0.35
C  3.35  0.15  -0.17
C  -1.78  -1.54  -0.21
H  -3.53  -0.49  0.62
H  -1.15  2.06  0.70
C  4.83  0.19  -0.37
H  5.09  0.67  0.52
H  0.80  1.98  0.40
H  -2.21  1.03  1.33
H  0.27  -1.71  0.69

Output
Net charge   +1
ΔE to the lowest compared entry with this formula, charge and spin   119.78 kcal/mol
Highest occupied orbital energy (spin up / spin down)   -11.2 / -11.2 eV
Gap between HOMO and LUMO (spin up / spin down)   7.59 / 7.59 eV
Structure (SMILES)   CC1=C(/C=C2\CCCC[NH2+]2)O1

---

Molecular formula: C5H7NO
Method: DFT, wB97M-V/def2-TZVPD

Positions of all 14 atoms, in Å:
H  1.59  1.35  -1.16
H  -0.18  -2.29  1.68
C  -0.04  1.21  0.39
O  -0.06  0.49  1.67
C  0.15  -0.38  -1.13
C  1.12  0.65  -0.47
H  0.35  -1.43  -0.88
H  -0.22  2.28  0.51
C  -0.99  0.18  -0.23
C  -0.76  -0.53  1.06
N  -0.86  -1.77  1.19
H  -2.01  0.35  -0.59
H  0.02  -0.31  -2.21
H  1.88  0.20  0.17

Output
ΔE to the lowest compared entry with this formula, charge and spin   58.67 kcal/mol
Highest occupied orbital energy   -9.7 eV
Gap between HOMO and LUMO   10.80 eV

---

Molecular formula: CN2O2S
Method: DFT, wB97M-V/def2-TZVPD

Positions of all 6 atoms, in Å:
N  -0.45  0.03  0.96
O  -1.02  0.11  -1.32
S  2.23  -0.19  0.74
O  -1.56  0.16  0.49
C  0.68  -0.04  0.34
N  0.12  -0.07  -1.20

Output
ΔE to the lowest compared entry with this formula, charge and spin   149.68 kcal/mol
Highest occupied orbital energy (spin up / spin down)   -9.1 / -8.6 eV
Gap between HOMO and LUMO (spin up / spin down)   7.15 / 6.17 eV
Structure (SMILES)   O=NC(=S)N=O

---

Molecular formula: C25H28GeN4O2PtS2Te4
Method: DFT, wB97M-V/def2-TZVPD

Positions of all 67 atoms, in Å:
H  -1.40  -4.62  1.70
H  1.60  -1.30  4.17
O  0.40  3.09  2.08
H  -2.67  1.18  3.97
H  4.29  0.76  1.25
C  4.61  -1.24  1.94
Te  -2.07  -0.02  -4.34
H  2.48  -3.78  1.40
C  -4.17  -0.18  -0.08
C  -1.00  1.49  -3.02
H  0.53  -3.23  2.28
C  3.89  -0.25  1.31
C  -0.01  -1.96  -0.83
C  -0.45  3.22  -5.76
C  -0.42  -1.19  4.91
H  -2.31  -4.51  -0.63
C  2.86  -2.77  1.39
H  0.05  5.43  -3.30
H  -5.19  -0.54  -0.05
C  0.10  -3.15  1.29
H  -2.46  -0.80  5.46
H  2.26  2.66  -2.72
C  2.64  -0.49  0.72
H  -1.53  3.26  -5.90
C  2.06  -1.78  0.81
C  -1.50  -3.86  -0.31
C  0.66  -0.75  4.15
H  -3.32  -1.17  -1.80
N  2.05  0.54  0.04
S  -0.84  2.34  2.05
H  1.37  0.67  2.72
Te  1.09  -0.77  -5.77
C  -1.62  -0.47  4.86
C  -0.50  4.57  -2.90
H  5.58  -1.02  2.38
H  0.41  -2.95  5.43
N  -2.01  0.14  -0.78
H  -0.05  2.39  -6.35
S  -3.58  0.98  1.05
C  -2.00  0.95  0.28
H  1.10  0.37  -0.27
C  0.67  -2.23  0.39
N  -0.29  -2.31  5.75
H  4.67  -3.35  2.39
H  -1.17  -2.79  5.90
Ge  0.00  2.93  -3.87
H  -0.26  4.46  -1.84
C  -1.74  0.63  4.03
H  0.00  4.15  -6.11
Te  1.78  -0.80  -3.24
Te  -3.94  -1.97  -5.21
C  1.95  2.84  -3.75
H  -1.87  1.94  -2.52
C  -3.21  -0.50  -0.96
H  -1.57  4.77  -2.98
H  2.35  3.80  -4.08
H  -1.49  -2.78  -2.14
Pt  -0.33  -0.20  -1.96
H  2.35  2.05  -4.38
C  -0.99  -3.94  0.97
C  0.53  0.35  3.32
N  -0.90  1.58  0.67
O  -2.07  3.03  2.40
H  2.20  1.48  0.36
C  4.11  -2.54  1.96
C  -1.02  -2.88  -1.17
C  -0.67  1.04  3.25

Output
2S+1   5
Net charge   -2
Highest occupied orbital energy (spin up / spin down)   -1.5 / -1.7 eV
Gap between HOMO and LUMO (spin up / spin down)   5.53 / 4.99 eV

---

Molecular formula: C27H36N6O9
Method: DFT, wB97M-V/def2-TZVPD

Positions of all 78 atoms, in Å:
H  0.97  3.56  1.70
H  -0.95  -3.11  -5.71
H  5.25  -2.16  0.48
H  -4.73  2.89  6.99
H  -3.44  1.48  4.09
C  7.24  -0.58  -2.71
H  -1.67  0.16  -2.80
C  -0.64  2.01  2.09
N  -2.61  2.67  6.96
C  -0.48  -0.16  0.86
C  -2.50  0.78  -4.91
H  2.04  -4.99  -2.31
C  -4.31  0.88  4.00
H  3.96  -2.09  -2.57
C  5.77  -1.69  -0.28
C  5.58  -0.19  -0.79
C  -2.24  -1.28  -6.56
H  -6.62  0.17  3.87
H  -4.35  -0.08  3.45
N  -3.56  0.98  -7.32
C  3.02  -4.54  -4.73
H  7.80  -0.19  -3.68
H  6.77  -3.57  -0.89
H  3.65  -5.25  -2.07
C  3.90  -2.61  -3.62
C  7.47  -1.99  -2.24
N  -5.40  1.64  3.51
C  -1.31  -2.04  -5.58
H  -0.87  -1.22  0.92
C  -2.72  0.20  -6.33
H  -3.05  1.59  -4.57
N  4.87  0.79  0.09
H  2.91  -5.50  -4.29
H  2.25  -4.15  -5.29
H  -0.70  -1.98  -3.56
H  -6.27  3.38  2.59
N  1.25  -0.61  -0.86
C  -2.16  1.49  7.28
H  -4.46  0.62  4.82
O  -3.76  0.23  -8.26
C  -1.25  -1.44  -4.17
O  0.58  -1.51  -1.31
H  -7.24  1.88  4.67
C  -3.88  3.17  7.55
H  -4.09  2.88  8.44
C  -1.79  -0.09  -3.90
H  2.15  2.09  -0.08
O  -2.82  0.77  8.13
C  0.70  0.25  0.12
O  -4.04  3.11  2.48
O  2.56  -0.52  -1.15
H  -0.96  3.38  5.91
H  8.07  -2.65  -2.81
C  -1.04  0.69  1.91
O  4.49  0.38  1.11
C  -6.84  1.14  3.79
N  3.36  -3.80  -3.52
H  3.19  -3.77  -1.25
O  4.21  -1.95  -4.55
H  -2.04  0.39  2.30
H  4.00  -4.63  -5.22
O  -4.11  2.06  -7.10
H  -2.26  -1.75  -7.44
H  -2.30  3.91  5.19
H  -1.47  0.91  6.66
C  0.68  2.44  1.40
H  6.03  1.36  -2.45
H  -7.65  1.05  3.02
O  4.88  2.06  -0.12
H  -1.10  2.66  2.77
H  -4.01  4.29  7.33
H  -2.07  4.44  6.66
C  6.74  -2.53  -1.17
C  -1.88  3.53  6.07
C  3.14  -4.42  -2.12
C  -5.26  2.84  2.83
C  1.33  1.62  0.38
C  6.15  0.26  -2.13

Output
ΔE to the lowest compared entry with this formula, charge and spin   376.31 kcal/mol
Highest occupied orbital energy   -8.9 eV
Gap between HOMO and LUMO   7.56 eV
Structure (SMILES)   O=[N+]([O-])c1ccccc1.O=[N+]([O-])c1ccccc1.O=[N+]([O-])c1ccccc1.CN(C)C=O.CN(C)C=O.CN(C)C=O

---

Molecular formula: C26H65NO14S
Method: DFT, wB97M-V/def2-TZVPD

Positions of all 107 atoms, in Å:
C  -11.03  -0.83  -1.24
H  -1.29  1.30  3.19
H  7.19  -0.74  -0.48
H  5.48  -4.78  -0.86
O  -1.39  -2.19  1.62
H  5.93  1.40  1.27
H  -12.62  -2.12  -2.06
C  9.61  -0.40  -2.18
H  -8.81  1.09  -1.55
H  6.34  -1.61  3.10
C  -3.73  1.38  1.42
S  3.82  -1.94  -0.72
H  -3.68  2.48  1.44
C  4.61  -1.81  1.58
H  6.62  -4.15  2.92
H  3.65  -2.22  1.93
H  3.76  1.52  1.91
H  3.02  3.12  4.99
C  5.98  0.36  0.95
H  4.01  3.63  3.96
C  -4.62  0.99  0.20
H  -4.20  1.08  2.36
H  7.86  1.72  -1.55
H  -6.68  4.57  -1.15
H  4.05  0.95  -1.96
C  -11.57  -2.75  -0.16
H  -12.05  -3.68  0.13
C  -6.09  0.69  0.62
H  9.08  0.44  -2.63
C  -1.27  1.65  2.16
H  0.64  0.52  3.46
O  -10.56  -3.94  -3.91
H  9.16  -1.37  -2.40
H  -11.00  -0.01  -1.94
C  -10.53  -2.09  0.49
H  0.53  2.38  1.11
H  -6.58  -3.44  1.03
H  -10.10  -2.51  1.39
C  -8.23  0.47  -0.86
O  -9.30  1.02  -4.03
O  4.25  -1.84  -2.08
H  -6.26  -0.40  0.54
O  -6.74  -3.20  0.11
H  -10.71  -3.52  -3.06
H  4.09  0.26  3.08
H  -9.95  1.68  -4.32
O  3.51  2.85  4.21
C  -11.88  -1.93  -1.30
H  -7.62  2.22  0.31
H  8.94  0.61  1.10
H  -7.77  -0.35  -1.42
H  -2.28  -0.18  1.72
H  7.44  2.20  0.06
C  -9.19  0.02  0.25
C  5.69  -3.59  2.88
H  2.12  -0.93  2.70
H  10.89  -0.18  -0.47
H  1.72  1.90  3.03
H  -7.56  -2.69  0.15
H  9.96  2.69  -4.40
H  -9.74  0.92  0.56
H  -6.61  1.91  -1.07
O  4.85  -2.58  0.34
O  3.92  -0.42  -0.17
H  -7.03  3.77  -2.39
H  9.84  1.75  0.14
H  8.84  1.66  -4.38
O  4.53  1.78  -1.94
O  5.46  -5.74  -0.89
H  6.05  0.37  -1.30
N  -10.21  -0.94  -0.16
H  10.60  -0.42  -2.66
H  -10.31  -4.84  -3.70
C  6.69  0.24  -0.42
H  -4.16  0.13  -0.29
C  -2.29  0.84  1.31
H  -0.99  -2.65  0.87
C  2.22  -0.03  2.07
H  6.64  -0.13  1.67
H  3.98  2.35  -1.39
H  1.84  -0.29  1.09
H  -1.50  2.72  2.10
C  9.14  0.91  0.05
H  -9.57  0.21  -4.48
H  -4.62  1.86  -0.47
H  -6.17  1.01  1.66
C  5.63  -2.26  2.59
C  1.20  1.02  2.66
H  4.75  -4.11  3.06
C  -7.15  1.42  -0.26
C  7.78  1.34  -0.53
H  9.56  -1.25  -0.17
H  4.68  -5.98  -0.39
H  0.08  0.70  0.79
C  9.81  -0.30  -0.64
C  4.61  -0.35  1.10
C  0.17  1.46  1.58
H  8.00  5.53  -4.33
H  -8.65  -0.32  1.14
H  8.99  4.75  -3.47
O  8.81  5.01  -4.38
O  -7.43  4.22  -1.65
O  9.48  2.09  -3.81
C  3.70  0.44  2.06
O  2.54  -2.55  -0.49
H  -0.63  -1.86  2.11
H  -1.98  0.76  0.26

Output
Highest occupied orbital energy   -8.3 eV
Gap between HOMO and LUMO   8.28 eV

---

Molecular formula: C6H9N3
Method: DFT, wB97M-V/def2-TZVPD

Positions of all 18 atoms, in Å:
C  0.68  0.72  -0.96
H  0.31  -0.02  -0.27
C  2.09  -2.26  1.33
H  2.14  -1.47  -0.59
C  -0.35  1.16  -1.86
N  1.66  -2.99  2.10
H  1.92  -0.33  0.66
C  2.44  -1.23  0.39
H  1.56  0.30  -1.52
C  -3.00  0.92  0.36
H  3.52  -1.03  0.42
H  1.02  1.54  -0.37
N  -1.29  1.59  -2.40
H  -3.07  0.91  -0.71
H  -2.71  2.00  0.57
H  -3.99  0.73  0.79
N  -1.03  -0.63  1.17
C  -1.89  0.07  0.89

Output
ΔE to the lowest compared entry with this formula, charge and spin   22.48 kcal/mol
Highest occupied orbital energy   -11.6 eV
Gap between HOMO and LUMO   12.06 eV
Structure (SMILES)   CC#N.CC#N.CC#N

---

Molecular formula: C5H8N2S
Method: DFT, wB97M-V/def2-TZVPD

Positions of all 16 atoms, in Å:
H  -1.65  2.67  1.30
H  -2.20  -1.61  -0.54
H  3.43  -0.33  -1.18
S  1.99  -0.52  0.72
C  -1.12  1.68  1.02
H  2.68  1.26  -0.51
H  1.78  0.12  -1.47
C  0.32  0.20  0.76
C  -0.88  -0.36  0.25
H  -0.65  -1.93  -1.36
C  2.57  0.24  -0.77
N  -1.78  0.61  0.48
C  -1.14  -1.62  -0.33
H  -2.70  0.50  0.12
N  0.16  1.48  1.15
H  -0.81  -2.39  0.37

Output
ΔE to the lowest compared entry with this formula, charge and spin   22.70 kcal/mol
Highest occupied orbital energy   -8.3 eV
Gap between HOMO and LUMO   9.02 eV
Structure (SMILES)   CSc1nc[nH]c1C

---

Molecular formula: CH5NaO2
Method: DFT, wB97M-V/def2-TZVPD

Positions of all 9 atoms, in Å:
O  0.08  -0.66  0.23
H  0.81  -1.03  -1.68
C  -0.11  -0.71  -1.15
H  0.39  0.47  0.66
H  1.17  1.64  1.77
O  0.32  1.44  1.37
Na  -1.37  0.00  1.82
H  -0.39  0.27  -1.58
H  -0.90  -1.43  -1.43

Output
Highest occupied orbital energy   -8.5 eV
Gap between HOMO and LUMO   7.82 eV

---

Molecular formula: C4HBr2F8N
Method: DFT, wB97M-V/def2-TZVPD

Positions of all 16 atoms, in Å:
N  -0.54  0.03  -0.18
F  -0.59  -2.20  -0.52
F  -2.14  -1.40  0.75
C  1.87  -0.29  -0.48
Br  1.16  1.27  1.90
H  1.02  1.58  -0.65
F  1.73  -1.46  0.13
F  -1.33  2.00  -0.84
F  -2.69  0.39  -0.85
C  -0.86  -1.20  0.38
F  -0.16  -1.52  1.48
F  1.65  -0.42  -1.76
F  -2.11  1.23  1.07
C  -1.63  0.88  -0.18
Br  3.65  0.35  -0.29
C  0.97  0.77  0.05

Output
ΔE to the lowest compared entry with this formula, charge and spin   0.00 kcal/mol
Highest occupied orbital energy   -11.2 eV
Gap between HOMO and LUMO   11.31 eV
Structure (SMILES)   FC(F)(Br)[C@H](Br)N(C(F)(F)F)C(F)(F)F

---

Molecular formula: C4H9NOS
Method: DFT, wB97M-V/def2-TZVPD

Positions of all 16 atoms, in Å:
S  2.41  -1.46  -0.19
O  0.97  0.34  1.65
H  -2.21  2.10  0.70
C  -0.18  -0.29  -0.56
H  0.02  1.58  -0.10
H  0.20  -1.56  1.35
H  -2.70  0.41  0.26
H  1.47  0.20  -1.93
H  -0.99  -1.08  -0.64
H  -1.43  0.78  1.42
C  0.52  -0.61  0.84
H  2.70  -0.34  0.55
C  -1.86  1.08  0.44
H  0.82  -1.51  -2.04
C  1.03  -0.73  -1.26
N  -0.77  1.10  -0.50

Output
ΔE to the lowest compared entry with this formula, charge and spin   95.37 kcal/mol
Highest occupied orbital energy   -8.9 eV
Gap between HOMO and LUMO   9.32 eV

---

Molecular formula: C34H31N4O5P2Sn
Method: DFT, wB97M-V/def2-TZVPD

Positions of all 77 atoms, in Å:
O  0.88  0.45  6.72
H  -3.31  5.48  1.75
C  2.68  -0.84  -3.77
C  2.82  0.17  -2.81
C  -2.39  -3.74  0.80
O  2.37  -0.12  1.00
C  -2.34  5.01  1.59
C  -4.63  1.18  -3.11
C  1.64  -2.65  -0.83
C  -1.99  -2.67  1.61
O  -2.86  0.39  2.99
C  -3.66  1.02  -2.12
C  2.35  -1.47  -0.58
H  -2.72  -4.42  -1.21
H  -2.08  4.14  4.25
H  -2.97  2.63  3.94
H  1.83  0.41  6.93
C  4.26  0.27  -5.22
H  3.54  -4.89  0.90
H  -2.88  0.02  -5.77
C  -0.50  0.49  3.38
C  -2.05  -2.37  -1.16
H  0.75  -2.64  -1.44
C  -2.13  0.14  -3.76
C  2.07  -3.87  -0.29
H  -5.11  0.94  -5.20
C  1.83  0.35  3.21
H  4.84  -2.82  1.34
O  4.09  -0.02  2.53
H  3.28  -1.59  -5.70
C  -1.63  -1.46  1.03
H  -3.91  1.31  -1.10
H  3.82  2.04  -2.36
C  -3.10  0.30  -4.75
C  3.22  -3.94  0.49
H  -2.68  -4.68  1.25
N  -0.70  1.92  1.40
C  -4.35  0.82  -4.43
C  0.81  0.45  5.35
H  -1.56  5.64  2.04
H  2.02  -1.69  -3.59
Sn  0.50  0.45  0.69
P  1.89  0.18  -1.22
C  3.69  1.24  -3.08
H  -1.97  -2.79  2.69
H  1.75  1.59  1.15
O  -1.36  0.10  1.26
N  -2.31  3.66  2.19
H  -2.07  -2.29  -2.24
C  -1.65  -1.28  -0.36
H  -5.61  1.57  -2.85
N  0.28  -0.09  -1.89
C  3.94  -2.78  0.74
H  4.10  -0.67  0.42
H  -3.76  4.19  3.66
H  -1.32  -0.64  1.68
H  5.08  2.11  -4.48
C  -1.45  2.72  1.76
H  0.29  0.49  -2.73
P  -1.19  0.36  -1.04
H  -1.37  0.49  5.33
C  -2.41  -3.59  -0.58
C  4.41  1.28  -4.28
H  -2.16  4.95  0.51
C  3.51  -1.56  0.21
H  4.82  0.30  -6.15
H  2.96  0.22  5.00
C  -1.69  0.33  2.48
H  1.49  -4.77  -0.49
C  1.98  0.35  4.58
C  -2.81  3.66  3.59
H  -1.18  -0.29  -4.05
C  -0.46  0.49  4.75
C  2.86  0.06  2.17
C  3.40  -0.80  -4.97
N  0.63  0.52  2.66
C  -2.39  0.50  -2.43

Output
Net charge   -1
Highest occupied orbital energy (spin up / spin down)   -2.8 / -2.7 eV
Gap between HOMO and LUMO (spin up / spin down)   5.21 / 5.10 eV